Entry 1:
A 5-piece molecular cluster, C10H14Cl12FNO2 overall, computed with wB97M-V/def2-TZVPD.

HOMO = -0.298 Eh
structure (SMILES) = C=COC(=O)NC[C@@H](C)F.ClC(Cl)Cl.ClC(Cl)Cl.ClC(Cl)Cl.ClC(Cl)Cl

CARTESIAN COORDINATES (ANGSTROEM)
C -1.4510 -1.3186 -0.3300
C -0.1627 -0.9007 0.0054
O 0.4092 0.1534 -0.6800
C 0.7730 -0.1095 -2.0097
O 0.3341 0.5602 -2.8987
N 1.7009 -1.1230 -2.1388
C 2.0880 -1.4049 -3.5219
C 1.0043 -2.0835 -4.3462
C 1.3765 -2.1458 -5.8098
F 0.9107 -3.3978 -3.8526
H -2.3224 -1.0779 0.2600
H -1.5688 -1.9001 -1.2418
H 0.4849 -1.4505 0.6730
H 1.4006 -1.9911 -1.7081
H 2.4844 -0.5286 -4.0212
H 2.9022 -2.1289 -3.4641
H 0.0587 -1.5735 -4.1777
H 1.8610 -1.2329 -6.1451
H 0.4942 -2.3399 -6.4133
H 2.0787 -2.9620 -5.9706
Cl 0.6852 -1.9378 4.6675
C -0.6153 -0.8875 4.0997
Cl -0.0762 0.7897 4.0142
Cl -1.2117 -1.4222 2.5234
H -1.4331 -0.9505 4.8051
Cl -3.9904 -2.7929 2.0299
C -5.2040 -3.4078 3.1490
Cl -5.4803 -2.2573 4.4608
Cl -6.7133 -3.7793 2.3159
H -4.8268 -4.3236 3.5829
Cl 0.8260 3.8224 3.3340
C -0.3063 4.8816 4.1820
Cl -0.6719 4.2426 5.7824
Cl 0.3329 6.5193 4.2880
H -1.2245 4.9126 3.6118
Cl 2.1287 5.2309 -1.3265
C 2.9422 5.0641 0.2285
Cl 4.4861 4.2309 0.0425
Cl 3.1646 6.6360 0.9955
H 2.3131 4.4654 0.8730


Entry 2:
C17H16ClGaI2O6P as an isolated structure, computed with wB97M-V/def2-TZVPD.

net charge = -1
energy relative to the best compared isomer or geometry (same formula, charge and spin) = 0.00 kJ/mol
HOMO = -0.158 Eh

CARTESIAN COORDINATES (ANGSTROEM)
C -4.1892 -0.6163 3.3293
C -4.5461 0.6801 4.0311
I -6.1710 0.5554 5.4373
C -3.8867 1.7973 3.7558
I -4.3992 3.6280 4.7568
Ga -2.3303 1.8603 2.4006
C -3.0302 1.3942 0.5306
C -2.1249 0.5231 -0.2647
O -2.0072 -0.6740 -0.0083
C -1.3088 1.0558 -1.4266
C -0.6573 0.2037 -2.2675
C 0.1122 0.6519 -3.3016
C 0.2464 2.0020 -3.5180
C -0.4246 2.8641 -2.6975
C -1.1971 2.4075 -1.6668
P -0.6916 0.3830 3.2566
O 0.1830 1.3392 4.3336
Cl 0.7039 -0.0493 1.7458
H -3.2440 -1.0445 3.6619
H -4.9683 -1.3481 3.5597
H -4.2158 -0.4880 2.2487
H -1.7544 3.3524 2.4369
H -3.1458 2.3455 0.0069
H -4.0203 0.9395 0.5799
H -0.7376 -0.8670 -2.1220
H 0.6328 -0.0647 -3.9241
H 0.8716 2.3521 -4.3298
H -0.3392 3.9288 -2.8838
H -1.7095 3.1277 -1.0445
H 0.9502 1.7203 3.8898
C 3.9797 -1.1301 -2.1091
C 4.7243 -2.0756 -2.6909
C 4.8838 -3.4403 -2.0877
O 5.5643 -4.2583 -2.6848
C 4.2247 -3.7167 -0.8243
C 3.4774 -2.7707 -0.2333
C 3.2979 -1.4130 -0.8499
O 2.5974 -0.6149 -0.2700
O 2.8546 -2.9703 0.9198
O 5.3730 -1.8745 -3.8416
H 3.8555 -0.1441 -2.5349
H 4.3610 -4.6984 -0.3934
H 2.3780 -2.1380 1.1301
H 5.8276 -2.7153 -4.0358


Entry 3:
C38H54AuClN8O4 as an isolated structure, computed with wB97M-V/def2-TZVPD.

net charge = +2
energy relative to the best compared isomer or geometry (same formula, charge and spin) = 68.65 kJ/mol
HOMO (alpha / beta) = -0.473 / -0.497 Eh
2S+1 = 3

CARTESIAN COORDINATES (ANGSTROEM)
Au -0.4143 -0.3527 0.5139
C 5.3972 -3.8523 0.7982
N 4.1344 -3.2578 0.3959
C 4.1255 -1.8095 0.3312
C 3.0208 -3.9755 0.2466
N 1.9312 -3.3659 -0.2727
C 0.6813 -3.7700 -0.1072
C 0.2816 -4.7400 0.8616
C -0.9598 -5.3324 0.8109
C -1.8385 -5.0346 -0.2155
C -1.5426 -4.0165 -1.1569
C -2.4320 -3.7402 -2.2091
C -2.1476 -2.7479 -3.1148
C -1.0640 -1.9026 -2.8994
C -0.2143 -2.0812 -1.8109
N 0.6092 -0.9984 -1.4160
C 1.4963 -0.4781 -2.2489
N 2.0445 0.7454 -2.0771
C 3.3017 1.1140 -2.7175
C 1.4930 1.7809 -1.2202
N 1.9668 -1.1863 -3.3276
C 2.1588 -2.6260 -3.3061
C 1.8976 -0.6097 -4.6631
C -0.3453 -3.2615 -1.0205
N 3.1045 -5.3324 0.3855
C 2.4293 -6.2045 -0.5634
C 3.5849 -5.9615 1.6129
H 6.1998 -3.1931 0.4767
H 5.5305 -4.8255 0.3331
H 5.4572 -3.9521 1.8830
H 4.1751 -1.3715 1.3274
H 3.2044 -1.4846 -0.1325
H 4.9868 -1.4790 -0.2499
H 0.9794 -4.9976 1.6452
H -1.2265 -6.0760 1.5494
H -2.7826 -5.5569 -0.2977
H -3.3347 -4.3285 -2.3053
H -2.7931 -2.5819 -3.9664
H -0.9027 -1.0619 -3.5636
H 3.7897 0.2397 -3.1339
H 3.9621 1.5608 -1.9734
H 3.1488 1.8495 -3.5102
H 0.8750 1.3606 -0.4386
H 0.8996 2.4907 -1.8046
H 2.3053 2.3274 -0.7441
H 2.1969 -2.9797 -2.2801
H 3.1142 -2.8470 -3.7877
H 1.3729 -3.1595 -3.8488
H 1.5968 0.4340 -4.6167
H 1.1630 -1.1598 -5.2591
H 2.8601 -0.6804 -5.1733
H 2.3067 -5.6904 -1.5149
H 1.4509 -6.5462 -0.2149
H 3.0603 -7.0784 -0.7260
H 3.7047 -5.2127 2.3902
H 4.5217 -6.5006 1.4626
H 2.8374 -6.6825 1.9525
C -2.3265 5.2050 4.3830
C -2.3300 3.7945 4.9760
C -3.6813 3.5514 5.6711
C -1.1936 3.6991 6.0084
C -2.1307 2.7199 3.9255
C -1.9593 1.3889 4.2966
C -1.7006 0.4308 3.3352
N -1.6050 0.7325 2.0458
C -1.8646 1.9888 1.6406
C -2.1307 2.9904 2.5557
C -1.9329 2.1723 0.1775
C -2.2728 3.3540 -0.4548
C -2.4163 3.4130 -1.8435
C -2.2797 2.2128 -2.5405
C -1.8965 1.0742 -1.8592
N -1.6953 1.0650 -0.5481
C -2.6582 4.7405 -2.5374
C -2.8019 4.5841 -4.0527
C -1.4342 5.6289 -2.2467
C -3.9336 5.3914 -1.9809
H -2.4553 5.9264 5.1883
H -3.1501 5.3532 3.6826
H -1.3801 5.4269 3.8864
H -3.8352 4.3138 6.4344
H -3.7151 2.5751 6.1548
H -4.5024 3.6129 4.9554
H -1.2952 4.5101 6.7286
H -0.2210 3.7907 5.5223
H -1.2174 2.7586 6.5571
H -1.9965 1.0836 5.3317
H -1.5662 -0.6037 3.6077
H -2.3361 3.9900 2.2056
H -2.4321 4.2451 0.1343
H -2.4530 2.1543 -3.6034
H -1.7365 0.1371 -2.3714
H -1.8953 4.1776 -4.5042
H -2.9827 5.5619 -4.4959
H -3.6490 3.9456 -4.3075
H -0.5186 5.1515 -2.6011
H -1.3261 5.8294 -1.1807
H -1.5477 6.5811 -2.7639
H -4.7923 4.7364 -2.1318
H -4.1223 6.3271 -2.5051
H -3.8471 5.6137 -0.9174
O 2.3325 -1.8751 3.0805
Cl 1.1923 -1.0262 3.0296
O 1.4529 0.1234 2.1814
O 0.7769 -0.6214 4.3129
O 0.1022 -1.7562 2.3485


Entry 4:
C4H8N4 in the gas phase, computed with wB97M-V/def2-TZVPD.

energy relative to the best compared isomer or geometry (same formula, charge and spin) = 758.33 kJ/mol
HOMO = -0.293 Eh
structure (SMILES) = [H]/N=C1/NN[C@H]2C[C@]12N

CARTESIAN COORDINATES (ANGSTROEM)
H -2.0743 -1.6518 -0.2246
N -2.3645 -0.6375 0.0876
C -1.2016 -0.0124 0.0629
N -0.9572 1.4365 0.0609
N 0.4547 1.6663 -0.4913
C 0.6368 0.3714 -1.0426
C 1.0376 -1.1600 -0.5235
C 0.0686 -0.6173 0.3420
N 0.8737 0.2781 1.3457
H -1.6972 1.9035 -0.3595
H 0.9530 1.7168 0.4074
H -0.0937 0.2345 -1.8734
H 0.6618 -1.9269 -1.3222
H 2.1547 -1.4777 -0.2989
H 1.6119 -0.4574 1.6946
H -0.0642 0.3338 2.1348


no.,calculated total energy (hartree)
1,-6216.67765
2,-4430.63850
3,-2814.49961
4,-375.95963